{
  "formula": "C5H40N2O14",
  "method": "ωB97M-V/def2-TZVPD",
  "elements": ["C", "N", "C", "C", "C", "O", "C", "N", "H", "H", "H", "H", "H", "H", "H", "H", "H", "H", "H", "H", "H", "H", "H", "H", "O", "H", "H", "O", "H", "H", "O", "H", "H", "O", "H", "H", "O", "H", "H", "O", "H", "H", "O", "H", "H", "O", "H", "H", "O", "H", "H", "O", "H", "H", "O", "H", "H", "O", "H", "H", "O"],
  "positions_angstrom": [[2.200, -0.656, -3.101], [1.271, 0.175, -2.291], [-0.097, -0.278, -2.272], [-0.972, 0.591, -1.330], [-1.978, -0.248, -0.522], [-2.124, 0.204, 0.827], [2.445, -1.915, -2.160], [2.774, -1.575, -0.781], [3.054, 0.018, -3.208], [1.831, -0.945, -4.078], [1.377, 1.173, -2.389], [-0.091, -1.284, -1.832], [-0.751, -0.335, -3.151], [-1.614, 1.192, -1.990], [-0.357, 1.274, -0.733], [-1.727, -1.318, -0.501], [-2.905, -0.091, -1.056], [3.242, -2.444, -2.664], [1.604, -2.620, -2.102], [3.770, -1.587, -0.611], [2.408, -0.664, -0.531], [-1.239, 0.475, 1.094], [-3.409, -1.928, -3.261], [-4.289, -1.180, -2.543], [-3.766, -1.029, -3.359], [1.338, 1.057, 2.473], [1.877, -0.124, 3.205], [1.096, 0.148, 2.710], [3.946, 2.086, 0.879], [3.860, 0.965, -0.248], [4.298, 1.252, 0.560], [-2.585, -4.222, 1.613], [-1.655, -3.524, 0.696], [-2.553, -3.902, 0.706], [0.895, -1.708, 4.533], [2.311, -1.364, 4.097], [1.790, -1.607, 4.869], [1.395, 3.066, 0.735], [1.534, 1.652, 0.449], [2.119, 2.411, 0.599], [-3.246, 0.961, -3.564], [-2.602, 1.632, -4.889], [-3.028, 1.772, -4.031], [3.949, 0.504, 2.096], [3.978, 0.635, 3.761], [3.745, 0.112, 2.995], [-3.419, -2.638, -0.201], [-4.904, -2.004, -0.057], [-4.086, -2.014, -0.549], [1.087, -2.252, 0.554], [0.250, -1.407, 1.438], [0.210, -2.274, 0.982], [-2.897, 2.463, 1.053], [-2.274, 2.757, 2.351], [-2.483, 3.216, 1.502], [-0.930, 1.169, 3.307], [-1.124, 2.032, 4.447], [-1.579, 1.828, 3.618], [-1.059, 3.780, 0.712], [0.170, 4.645, 0.299], [-0.084, 3.892, 0.845]],
  "mulliken_charge": [-0.70, -0.06, -0.45, 0.11, 0.21, -0.60, -0.55, -0.45, 0.39, 0.32, 0.25, 0.16, 0.12, 0.24, -0.17, -0.29, 0.43, 0.49, 0.21, 0.28, 0.07, 0.16, 0.33, 0.29, -0.68, 0.24, 0.14, -0.25, 0.36, 0.30, -0.77, 0.31, 0.33, -0.70, 0.31, 0.36, -0.64, 0.42, 0.13, -0.62, 0.33, 0.30, -0.64, 0.43, 0.30, -0.70, 0.39, 0.23, -0.54, 0.27, 0.21, -0.58, 0.31, 0.43, -0.77, 0.31, 0.30, -0.68, 0.36, 0.31, -0.64],
  "de_lowest_kj_mol": 421.1,
  "lumo_energy_ev": 0.15,
  "energy_ha": -1377.3296
}